{"formula": "C47H43Br2N5O7PtSTe", "method": "ωB97M-V/def2-TZVPD", "homo_energy_ev": [-7.1, -7.6], "total_charge": 0, "spin_multiplicity": 3, "symbols": ["Pt", "C", "C", "C", "C", "C", "O", "C", "C", "C", "C", "C", "C", "C", "O", "C", "C", "C", "N", "C", "C", "Te", "C", "C", "C", "C", "C", "C", "C", "C", "C", "C", "C", "C", "H", "H", "H", "H", "H", "H", "H", "H", "H", "H", "H", "H", "H", "H", "H", "H", "H", "H", "H", "H", "H", "H", "H", "H", "C", "C", "C", "C", "C", "C", "Br", "C", "C", "Br", "C", "O", "C", "N", "H", "H", "H", "H", "H", "H", "C", "C", "S", "O", "O", "C", "C", "N", "C", "N", "C", "C", "N", "O", "O", "C", "H", "H", "H", "H", "H", "H", "H", "H", "H", "H", "H", "H", "H"], "coordinates": [[-0.694, 1.172, 0.282], [6.221, 0.367, 1.876], [4.770, 0.204, 1.512], [4.349, -0.778, 0.617], [3.025, -0.900, 0.244], [2.649, -1.878, -0.820], [2.061, -1.531, -1.827], [3.048, -3.313, -0.654], [2.991, -4.155, -1.763], [3.290, -5.500, -1.633], [3.639, -6.016, -0.391], [3.701, -5.184, 0.717], [3.413, -3.833, 0.584], [2.019, -0.072, 0.809], [0.788, -0.302, 0.483], [2.438, 0.943, 1.717], [3.802, 1.044, 2.029], [1.511, 1.886, 2.365], [0.243, 1.917, 2.145], [-0.625, 2.850, 2.858], [-1.810, 2.098, 3.430], [-1.308, 0.748, 5.017], [-0.707, -0.882, 3.821], [-1.656, -1.682, 3.193], [-1.260, -2.764, 2.419], [0.087, -3.070, 2.287], [1.034, -2.290, 2.931], [0.641, -1.197, 3.688], [2.124, 2.897, 3.289], [2.377, 2.610, 4.624], [2.921, 3.582, 5.450], [3.219, 4.839, 4.944], [2.968, 5.126, 3.610], [2.419, 4.157, 2.782], [6.802, -0.497, 1.554], [6.352, 0.474, 2.953], [6.655, 1.250, 1.404], [5.082, -1.452, 0.183], [2.713, -3.733, -2.719], [3.250, -6.149, -2.498], [3.866, -7.069, -0.289], [3.974, -5.586, 1.683], [3.466, -3.175, 1.440], [4.119, 1.819, 2.716], [-0.962, 3.604, 2.138], [-0.104, 3.368, 3.663], [-2.331, 1.520, 2.668], [-2.525, 2.793, 3.871], [-2.709, -1.464, 3.320], [-2.006, -3.378, 1.928], [0.395, -3.914, 1.683], [2.089, -2.516, 2.836], [1.391, -0.583, 4.169], [2.132, 1.633, 5.022], [3.110, 3.357, 6.492], [3.643, 5.597, 5.590], [3.196, 6.106, 3.212], [2.210, 4.377, 1.742], [-3.750, -0.252, 0.438], [-3.844, 1.220, 0.187], [-5.109, 1.846, 0.085], [-5.197, 3.182, -0.158], [-4.019, 3.944, -0.342], [-3.979, 5.331, -0.611], [-5.585, 6.329, -0.735], [-2.781, 5.966, -0.785], [-1.575, 5.259, -0.717], [0.049, 6.182, -0.977], [-1.527, 3.891, -0.476], [-0.437, 3.200, -0.452], [-2.797, 3.252, -0.251], [-2.741, 1.916, 0.041], [-3.921, -0.794, -0.495], [-4.510, -0.572, 1.152], [-2.765, -0.528, 0.813], [-5.999, 1.246, 0.217], [-6.160, 3.670, -0.220], [-2.753, 7.028, -0.986], [-4.339, -1.649, -5.252], [-3.770, -2.435, -4.085], [-2.592, -3.690, -4.544], [-2.193, -4.349, -3.323], [-3.142, -4.453, -5.633], [-1.189, -2.779, -5.189], [-0.141, -2.431, -4.142], [-0.449, -1.189, -3.440], [-0.837, -1.094, -2.149], [-0.960, 0.178, -1.788], [-0.630, 0.943, -2.860], [-0.298, 0.113, -3.886], [0.130, 0.488, -5.193], [0.297, -0.396, -6.021], [0.241, 1.675, -5.413], [-1.120, -2.230, -1.234], [-5.228, -1.108, -4.929], [-4.623, -2.318, -6.063], [-3.630, -0.915, -5.634], [-4.538, -3.007, -3.561], [-3.266, -1.803, -3.349], [-1.588, -1.883, -5.659], [-0.782, -3.397, -5.987], [0.838, -2.342, -4.605], [-0.091, -3.207, -3.385], [-0.600, 2.019, -2.824], [-0.579, -3.132, -1.504], [-2.185, -2.472, -1.242], [-0.827, -1.924, -0.232]], "atomic_forces_ev_per_a": [[-0.1, -0.5, 0.0], [0.0, 0.0, 0.0], [-0.1, 0.0, 0.0], [0.0, 0.0, 0.0], [-0.1, 0.0, 0.1], [0.1, 0.0, -0.1], [-0.1, 0.0, 0.0], [-0.1, 0.0, 0.0], [0.0, 0.0, 0.0], [0.0, 0.0, 0.0], [0.0, 0.0, 0.0], [0.0, 0.0, 0.0], [0.0, 0.0, 0.0], [0.0, 0.2, -0.1], [0.1, 0.0, -0.1], [-0.1, 0.0, 0.0], [0.1, 0.0, 0.0], [0.1, 0.0, -0.1], [0.0, 0.1, 0.0], [0.1, -0.1, 0.0], [-0.2, 0.0, 0.1], [0.0, 0.0, 0.0], [0.0, 0.0, 0.0], [0.0, 0.0, 0.0], [0.0, 0.0, 0.0], [0.0, 0.0, 0.0], [0.0, 0.0, 0.0], [0.0, 0.0, 0.1], [0.0, 0.0, 0.0], [0.0, 0.0, 0.0], [0.0, 0.0, 0.0], [0.0, 0.0, 0.0], [0.0, 0.0, 0.0], [0.0, 0.0, 0.0], [0.0, 0.0, 0.0], [0.0, 0.0, 0.0], [0.0, 0.0, 0.0], [0.0, 0.0, 0.0], [0.0, 0.0, 0.0], [0.0, 0.0, 0.0], [0.0, 0.0, 0.0], [0.0, 0.0, 0.0], [0.0, 0.0, 0.0], [0.0, 0.0, 0.0], [0.0, 0.0, 0.0], [0.0, 0.0, 0.0], [0.0, 0.0, 0.0], [0.0, 0.0, 0.0], [0.0, 0.0, 0.0], [0.0, 0.0, 0.0], [0.0, 0.0, 0.0], [-0.1, 0.0, 0.0], [0.0, 0.0, 0.0], [0.0, 0.0, 0.0], [0.0, 0.0, 0.0], [0.0, 0.0, 0.0], [0.0, 0.0, 0.0], [0.0, 0.0, 0.0], [0.0, 0.0, 0.0], [-0.1, 0.0, 0.0], [0.0, 0.0, 0.0], [0.0, 0.0, 0.0], [-0.1, 0.0, 0.0], [0.0, 0.0, 0.0], [0.0, 0.0, 0.0], [0.0, 0.0, 0.0], [-0.1, 0.0, 0.0], [0.0, 0.0, 0.0], [-0.1, -0.1, 0.0], [0.1, 0.1, -0.1], [0.1, 0.0, 0.0], [0.1, 0.3, 0.1], [0.0, 0.0, 0.0], [0.0, 0.0, 0.0], [0.0, 0.0, 0.0], [0.0, 0.0, 0.0], [0.0, 0.0, 0.0], [0.0, 0.0, 0.0], [0.0, 0.0, 0.0], [0.0, 0.0, 0.1], [0.0, 0.1, 0.0], [0.0, -0.1, 0.0], [0.0, 0.0, 0.0], [-0.1, 0.1, 0.0], [0.0, 0.0, 0.0], [0.0, 0.0, 0.1], [0.1, 0.0, 0.1], [-0.1, 0.2, -0.1], [0.2, -0.1, 0.0], [0.0, 0.0, 0.0], [-0.4, 0.0, -0.1], [0.2, 0.0, 0.0], [0.1, 0.0, 0.0], [0.0, 0.1, 0.0], [0.0, 0.0, 0.0], [0.0, 0.0, 0.0], [0.0, 0.0, 0.0], [0.0, 0.0, 0.0], [0.0, 0.0, 0.0], [0.0, 0.0, -0.1], [0.0, -0.1, 0.1], [-0.1, 0.1, 0.0], [0.0, -0.1, -0.1], [0.0, 0.0, 0.0], [0.0, 0.0, 0.0], [0.0, 0.0, 0.0], [0.0, 0.0, 0.0]]}

=====

{"formula": "C47H43Br2N7O2P2Pb", "method": "ωB97M-V/def2-TZVPD", "homo_energy_ev": -7.6, "total_charge": 0, "spin_multiplicity": 1, "symbols": ["Pb", "C", "N", "C", "P", "C", "C", "C", "C", "C", "C", "C", "C", "C", "C", "C", "C", "C", "C", "C", "C", "C", "C", "P", "C", "C", "C", "C", "C", "C", "C", "C", "C", "C", "C", "C", "H", "H", "H", "H", "H", "H", "H", "H", "H", "H", "H", "H", "H", "H", "H", "H", "H", "H", "H", "H", "H", "H", "H", "H", "H", "H", "H", "H", "H", "Br", "C", "C", "C", "Br", "C", "C", "C", "C", "N", "C", "C", "O", "H", "H", "H", "H", "N", "C", "C", "N", "H", "H", "H", "H", "H", "H", "H", "H", "N", "C", "O", "C", "C", "N", "C", "N", "H", "H"], "coordinates": [[0.146, 0.405, 0.207], [0.519, -3.750, -0.968], [-0.773, -3.899, -1.612], [-1.897, -3.064, -1.256], [-1.734, -1.282, -1.857], [-1.060, -1.518, -3.537], [-1.800, -1.962, -4.629], [-1.179, -2.201, -5.845], [0.189, -2.000, -5.982], [0.932, -1.539, -4.907], [0.308, -1.291, -3.691], [-3.481, -0.815, -2.110], [-4.497, -1.350, -1.319], [-5.807, -0.904, -1.449], [-6.114, 0.086, -2.371], [-5.105, 0.635, -3.156], [-3.796, 0.197, -3.024], [-0.867, -4.830, -2.651], [0.231, -5.640, -2.985], [0.139, -6.586, -3.997], [-1.033, -6.762, -4.714], [-2.119, -5.955, -4.403], [-2.043, -5.003, -3.398], [0.675, -2.611, 0.500], [-0.291, -3.484, 1.773], [-0.153, -4.847, 2.036], [-0.933, -5.452, 3.010], [-1.859, -4.703, 3.730], [-2.010, -3.350, 3.470], [-1.226, -2.746, 2.496], [2.433, -2.990, 0.853], [2.876, -3.530, 2.057], [4.225, -3.808, 2.247], [5.143, -3.533, 1.246], [4.717, -2.940, 0.065], [3.373, -2.659, -0.125], [1.269, -3.403, -1.686], [0.868, -4.717, -0.598], [-2.011, -3.038, -0.170], [-2.813, -3.491, -1.649], [-2.869, -2.115, -4.536], [-1.762, -2.557, -6.686], [0.671, -2.194, -6.932], [1.993, -1.352, -5.016], [0.886, -0.886, -2.865], [-4.277, -2.120, -0.587], [-6.586, -1.333, -0.830], [-7.135, 0.430, -2.476], [-5.337, 1.417, -3.869], [-3.009, 0.648, -3.622], [1.175, -5.532, -2.473], [1.009, -7.193, -4.221], [-1.097, -7.502, -5.502], [-3.045, -6.054, -4.958], [-2.913, -4.388, -3.220], [0.561, -5.442, 1.479], [-0.819, -6.511, 3.206], [-2.462, -5.179, 4.493], [-2.731, -2.759, 4.021], [-1.354, -1.685, 2.302], [2.177, -3.730, 2.858], [4.556, -4.230, 3.188], [6.193, -3.754, 1.395], [5.434, -2.678, -0.704], [3.064, -2.150, -1.033], [4.921, -0.358, 2.357], [3.778, 1.058, 2.863], [4.266, 2.041, 3.741], [3.485, 3.096, 4.108], [4.184, 4.381, 5.315], [2.174, 3.225, 3.586], [1.300, 4.301, 3.860], [0.061, 4.343, 3.286], [-0.316, 3.303, 2.420], [0.466, 2.285, 2.145], [1.699, 2.220, 2.711], [2.493, 1.067, 2.342], [2.033, 0.136, 1.577], [5.272, 1.948, 4.128], [1.630, 5.090, 4.523], [-0.623, 5.159, 3.479], [-1.294, 3.312, 1.952], [-2.317, 2.214, -0.375], [-3.727, 2.195, 0.048], [-3.921, 1.719, 1.483], [-3.309, 0.429, 1.813], [-1.892, 3.109, -0.153], [-2.259, 2.137, -1.387], [-4.259, 1.507, -0.612], [-4.202, 3.178, -0.060], [-4.995, 1.644, 1.662], [-3.540, 2.459, 2.191], [-3.556, -0.261, 1.110], [-2.300, 0.523, 1.801], [3.199, 2.633, -0.971], [2.076, 2.115, -1.505], [1.843, 0.878, -1.327], [1.169, 2.946, -2.211], [0.059, 2.334, -2.848], [-0.852, 1.813, -3.337], [1.357, 4.356, -2.267], [1.508, 5.501, -2.310], [3.793, 2.026, -0.433], [3.458, 3.594, -1.120]], "atomic_forces_ev_per_a": [[0.3, 0.2, 0.3], [-0.2, 0.0, 0.1], [0.0, -0.1, 0.1], [0.2, 0.2, -0.1], [0.0, -0.2, -0.3], [0.1, -0.1, 0.1], [0.0, 0.0, 0.0], [0.0, 0.0, 0.0], [-0.1, 0.0, 0.0], [0.0, 0.0, 0.1], [0.0, 0.0, 0.0], [0.1, 0.1, 0.0], [0.0, 0.0, 0.0], [0.0, 0.0, 0.0], [0.0, 0.0, 0.0], [0.0, 0.0, 0.0], [0.0, 0.0, 0.0], [0.0, 0.1, 0.0], [0.0, 0.0, -0.1], [0.0, 0.0, 0.0], [0.0, 0.0, 0.0], [0.0, 0.0, 0.0], [0.0, -0.1, 0.0], [0.2, -0.2, -0.3], [0.0, 0.1, 0.1], [-0.1, 0.0, 0.0], [0.0, 0.0, 0.0], [0.0, 0.0, 0.0], [0.0, 0.0, 0.0], [0.0, 0.0, 0.1], [0.0, 0.1, 0.0], [0.0, 0.0, 0.0], [0.0, 0.0, 0.0], [0.0, -0.1, 0.0], [0.0, 0.0, 0.0], [0.0, 0.0, 0.0], [0.1, 0.1, 0.0], [0.0, -0.1, -0.1], [0.0, 0.0, 0.0], [0.0, -0.1, 0.1], [0.0, 0.0, 0.0], [0.0, 0.0, 0.0], [0.0, 0.0, 0.0], [0.0, 0.0, 0.0], [0.0, 0.0, 0.0], [0.0, 0.0, 0.0], [0.0, 0.0, 0.0], [0.0, 0.0, 0.0], [0.0, 0.0, 0.0], [-0.1, -0.1, 0.1], [0.0, 0.0, 0.0], [0.0, 0.0, 0.0], [0.0, 0.0, 0.0], [0.0, 0.0, 0.0], [0.0, 0.0, -0.1], [0.0, 0.0, 0.0], [0.0, 0.0, 0.0], [0.0, 0.0, 0.0], [0.0, 0.0, 0.0], [0.0, 0.0, 0.0], [0.0, 0.0, 0.0], [0.0, 0.0, 0.0], [0.0, 0.0, 0.0], [0.0, 0.0, 0.0], [0.0, 0.0, 0.0], [0.0, 0.1, 0.1], [0.3, 0.0, 0.1], [-0.1, -0.1, -0.1], [-0.1, 0.0, 0.0], [0.0, 0.0, 0.0], [0.0, 0.0, 0.0], [0.0, 0.0, 0.0], [0.0, 0.0, 0.0], [0.1, 0.0, 0.1], [-0.1, 0.1, 0.0], [-0.2, -0.1, -0.2], [0.1, 0.1, 0.1], [-0.4, 0.1, -0.2], [0.0, 0.0, 0.0], [0.0, 0.0, 0.0], [0.0, 0.0, 0.0], [0.0, 0.0, 0.0], [-0.1, 0.1, 0.1], [0.0, -0.1, -0.2], [0.1, -0.2, 0.1], [-0.1, 0.1, 0.0], [0.0, 0.0, 0.0], [0.1, -0.1, 0.0], [0.0, 0.0, 0.0], [0.0, 0.0, 0.0], [0.0, 0.0, 0.1], [0.0, 0.0, 0.0], [0.0, 0.0, 0.0], [0.0, 0.0, 0.0], [0.0, 0.1, 0.0], [-0.1, 0.4, -0.1], [-0.1, -0.5, 0.0], [0.0, 0.1, 0.1], [0.2, 0.1, 0.2], [0.1, 0.1, 0.1], [-0.2, -0.3, -0.2], [0.1, -0.1, 0.1], [0.0, 0.0, 0.0], [0.0, 0.0, 0.0]]}

=====

Per-record calculated total energy, eV: -232677.328; -227874.769
Per-record energy above the lowest of the compared OMol25 structures with the same formula, charge and spin, kJ/mol: 0.0; 0.0